Formula: C35H51AuBrIN3O4Si
Source: the Open Molecules 2025 dataset
Level of theory: ωB97M-V/def2-TZVPD

Structure (XYZ):
```
97
Properties=species:S:1:pos:R:3:lowdin_charge:R:1
Au -1.1146 1.3971 -0.3579 0.978
N -2.9591 0.2149 0.3411 -0.028
C -2.8596 -1.2098 0.0064 -0.255
C -2.9401 -1.4232 -1.4919 -0.077
C -1.6758 -0.9920 -2.2673 -0.604
O -1.5771 -1.3767 -3.4221 0.080
O -0.7969 -0.2878 -1.6771 -0.091
H -2.9549 0.3193 1.3500 0.085
H -3.8284 0.5793 -0.0412 0.101
H -3.6674 -1.7698 0.4961 0.131
H -1.9048 -1.5767 0.3806 0.066
H -3.7877 -0.8768 -1.9146 0.122
H -3.0887 -2.4812 -1.7165 0.132
C -3.3786 1.3654 -8.0246 -0.034
C -3.1665 1.5357 -6.5528 -0.218
C -4.2545 1.7392 -5.7128 -0.024
C -4.0771 1.9731 -4.3536 -0.067
C -2.8112 1.9422 -3.8209 -0.020
C -1.7056 1.6445 -4.6338 -0.175
N -0.4978 1.5546 -3.9695 0.171
C 0.4376 0.5863 -3.9486 -0.170
C 0.4106 -0.5496 -4.7920 -0.008
C 1.3963 -1.5085 -4.6984 -0.032
C 2.4130 -1.3778 -3.7620 -0.019
C 2.4291 -0.2931 -2.8906 0.003
C 1.4621 0.6894 -2.9634 -0.035
C 1.4826 1.7410 -1.8769 -0.618
O 2.5195 1.9373 -1.2758 -0.027
O 0.3625 2.3624 -1.6412 -0.223
C -1.8696 1.5152 -6.0240 -0.149
C -0.7007 1.4404 -6.9567 -0.030
H -4.4399 1.3527 -8.2546 0.081
H -2.9342 0.4362 -8.3808 0.090
H -2.9149 2.1888 -8.5675 0.090
H -5.2531 1.7402 -6.1238 0.114
H -4.9308 2.1804 -3.7253 0.105
H -2.6430 2.0891 -2.7614 0.090
H -0.4178 2.1344 -3.1133 0.109
H -0.4068 -0.6780 -5.4780 0.111
H 1.3690 -2.3677 -5.3514 0.119
H 3.1810 -2.1305 -3.6920 0.113
H 3.2011 -0.2073 -2.1404 0.122
H 0.2504 1.5144 -6.4379 0.077
H -0.7593 2.2507 -7.6847 0.095
H -0.7171 0.5118 -7.5276 0.092
I 1.4060 3.1647 1.2858 1.169
C -0.5599 3.6742 1.7193 -0.732
C -0.8337 4.6905 2.6326 -0.105
C -2.1400 5.0896 2.8309 -0.031
C -3.1529 4.4318 2.1413 -0.034
C -2.7981 3.3938 1.3058 -0.136
N -1.5356 3.0337 1.0826 -0.097
H -0.0237 5.1603 3.1630 0.101
H -2.3671 5.8998 3.5084 0.122
H -4.1854 4.7250 2.2505 0.116
H -3.5482 2.8236 0.7826 0.097
C 2.4615 0.9338 4.8241 -0.101
C 1.5626 -0.3072 4.8794 -0.624
C 1.9909 -1.1622 6.0747 -0.088
C 0.1471 0.2178 5.1496 -0.129
Si 1.6815 -1.3696 3.2375 0.610
Br 0.1630 -0.2540 1.8592 0.493
C 0.7889 -3.1152 3.2426 -0.633
C 0.5325 -3.6501 1.8240 -0.115
C -0.5778 -3.0017 3.9288 -0.114
C 1.6158 -4.1664 3.9855 -0.086
C 3.4214 -1.3220 2.3632 -0.619
C 3.4989 -2.2824 1.1708 -0.096
C 3.7749 0.0673 1.8185 -0.112
C 4.4872 -1.7399 3.3827 -0.084
H 2.3301 1.5198 5.7332 0.092
H 2.1986 1.5705 3.9821 0.032
H 3.5154 0.6838 4.7574 0.065
H 1.9913 -0.5568 6.9802 0.091
H 2.9921 -1.5645 5.9457 0.075
H 1.3057 -1.9910 6.2329 0.067
H 0.1369 0.7527 6.0982 0.089
H -0.5928 -0.5726 5.2102 0.062
H -0.1647 0.9180 4.3790 0.033
H 0.0821 -2.9045 1.1743 0.024
H -0.1522 -4.4966 1.8742 0.088
H 1.4414 -4.0027 1.3482 0.063
H -1.1930 -2.2443 3.4493 0.046
H -0.4839 -2.7596 4.9828 0.067
H -1.1059 -3.9514 3.8597 0.088
H 2.5769 -4.3295 3.5037 0.069
H 1.0782 -5.1142 3.9820 0.092
H 1.7943 -3.8872 5.0201 0.071
H 2.7346 -2.0545 0.4306 0.076
H 3.4077 -3.3227 1.4721 0.067
H 4.4707 -2.1725 0.6893 0.090
H 3.0717 0.3957 1.0556 0.031
H 4.7591 0.0264 1.3529 0.094
H 3.8180 0.8261 2.5919 0.054
H 4.2749 -2.7187 3.8091 0.074
H 4.5621 -1.0241 4.1972 0.064
H 5.4601 -1.7901 2.8956 0.094
```

LUMO (spin up / spin down) = -6.010 / -6.010 eV
HOMO-LUMO gap (spin up / spin down) = 3.58 / 3.58 eV
Calculated total energy = -139490.55823 eV
Net charge = +1


Formula: C35H51F4N2O4P2S
Source: the Open Molecules 2025 dataset
Level of theory: ωB97M-V/def2-TZVPD

Structure (XYZ):
```
99
Properties=species:S:1:pos:R:3:lowdin_charge:R:1
C 5.1613 1.4430 1.7553 -0.102
O 4.0740 2.2762 1.4032 -0.213
C 4.2967 3.1074 0.2777 -0.233
C 3.4003 4.3442 0.3734 -0.165
C 2.1873 4.2830 -0.5583 -0.199
C 1.3233 3.0346 -0.2931 -0.195
C 0.0539 3.2936 0.5493 -0.175
C 0.1387 2.7821 2.0067 -0.175
C -1.1221 2.0929 2.5535 -0.142
C -1.5492 0.6813 2.0541 -0.427
P -0.1961 -0.6628 2.0919 0.952
O 0.6019 -0.0545 0.7888 -0.248
O 0.6940 -0.1342 3.3519 -0.238
N -2.1081 0.8290 0.6866 0.159
C -3.3667 1.1095 0.6406 -0.153
C -4.0459 1.3421 -0.6599 -0.054
C -4.9569 2.5824 -0.7389 -0.174
F -4.6433 3.2297 -1.9264 -0.047
C -3.9218 1.0832 2.0362 -0.291
P -5.7008 0.6186 2.4012 0.905
N -6.3327 2.1982 2.1422 -0.166
O -6.0970 -0.0629 0.9505 -0.309
C -2.8448 0.2202 2.7837 -0.262
C -3.1295 -1.2992 2.8000 -0.190
C -2.8918 -2.1550 1.5296 -0.310
C -4.1637 -2.7040 0.8829 -0.567
S -4.8079 -4.0453 1.9256 0.732
H 6.1181 1.9320 1.5575 0.082
H 5.1314 0.4978 1.2056 0.080
H 5.0807 1.2334 2.8220 0.090
H 5.3544 3.3818 0.2174 0.118
H 4.0580 2.5465 -0.6383 0.127
H 3.9812 5.2477 0.1811 0.112
H 3.0548 4.3937 1.4110 0.118
H 2.5258 4.2906 -1.5981 0.110
H 1.5963 5.1950 -0.4339 0.104
H 1.0480 2.5729 -1.2447 0.107
H 1.9319 2.3078 0.2438 0.078
H -0.1131 4.3738 0.5858 0.107
H -0.8267 2.8999 0.0360 0.084
H 0.2814 3.6543 2.6523 0.121
H 1.0244 2.1713 2.1511 0.092
H -1.9505 2.7858 2.3736 0.117
H -1.0424 2.0200 3.6433 0.116
H 1.0849 -0.7608 0.3428 0.067
H 0.2277 0.3716 4.0223 0.059
H -1.5063 0.7581 -0.1273 0.167
H -4.6197 0.4362 -0.8671 0.130
H -3.2878 1.4707 -1.4353 0.134
H -4.7966 3.2879 0.0733 0.113
H -6.0037 2.2930 -0.7771 0.106
H -3.8568 2.0995 2.4397 0.114
H -7.3026 2.2466 2.4379 0.045
H -5.8357 2.9187 2.6542 0.044
H -6.7806 -0.7305 1.0833 0.064
H -2.8049 0.5454 3.8259 0.148
H -4.1765 -1.4181 3.0956 0.070
H -2.5526 -1.7195 3.6256 0.116
H -2.2675 -3.0043 1.8152 0.094
H -2.3212 -1.6325 0.7613 0.070
H -4.9146 -1.9247 0.7771 0.029
H -3.9406 -3.0957 -0.1096 0.079
H -5.7363 -4.4841 1.0703 -0.142
F 7.5569 -0.1343 0.5120 0.039
C 7.9962 -1.3511 0.9111 -0.282
C 7.8610 -2.4185 0.0496 -0.021
C 8.3136 -3.6614 0.4678 -0.089
C 8.8880 -3.8162 1.7208 -0.088
C 9.0044 -2.7223 2.5681 -0.079
C 8.5563 -1.4723 2.1667 -0.017
H 7.4078 -2.2728 -0.9220 0.115
H 8.2233 -4.5134 -0.1919 0.098
H 9.2435 -4.7870 2.0375 0.104
H 9.4494 -2.8396 3.5471 0.106
H 8.6433 -0.6036 2.8050 0.117
F -3.9392 0.2756 -6.1477 0.059
C -5.1457 0.4204 -5.5656 -0.285
C -6.2223 -0.2772 -6.0753 -0.010
C -7.4577 -0.1239 -5.4624 -0.077
C -7.6020 0.7155 -4.3658 -0.091
C -6.5019 1.4076 -3.8786 -0.088
C -5.2572 1.2595 -4.4751 -0.021
H -6.0887 -0.9201 -6.9343 0.121
H -8.3131 -0.6614 -5.8489 0.108
H -8.5709 0.8358 -3.9003 0.102
H -6.6064 2.0791 -3.0376 0.085
H -4.3887 1.7945 -4.1158 0.106
F 5.2486 -4.4424 0.1224 0.058
C 4.6684 -4.5052 -1.0915 -0.287
C 5.4593 -4.7142 -2.2034 -0.015
C 4.8485 -4.7731 -3.4480 -0.075
C 3.4736 -4.6259 -3.5655 -0.094
C 2.7029 -4.4196 -2.4298 -0.090
C 3.2982 -4.3565 -1.1778 -0.025
H 6.5287 -4.8302 -2.0925 0.111
H 5.4528 -4.9401 -4.3295 0.109
H 3.0045 -4.6779 -4.5384 0.103
H 1.6294 -4.3133 -2.5170 0.101
H 2.7195 -4.2094 -0.2758 0.111
```

LUMO = -3.517 eV
HOMO-LUMO gap = 7.07 eV
Calculated total energy = -88570.11142 eV
Net charge = +1